Computed, not measured: C3H2FNaO2 as an isolated structure at a distorted geometry, with wB97M-V/def2-TZVPD.

Structure (XYZ):
```
9
Properties=species:S:1:pos:R:3:forces:R:3
C 0.43617 -0.58326 -0.51196 1.3 2.1 -1.9
Na 1.26309 -2.20167 -2.59048 -0.4 0.6 0.8
H -0.09473 -0.43394 1.98460 0.5 2.2 0.4
H 0.98398 1.23341 1.90774 -0.4 -0.6 0.4
O -0.42250 0.40278 -0.70514 -0.4 -2.3 0.2
C -0.73003 1.09302 0.57495 -0.7 1.4 -0.4
F -1.96737 0.45576 0.92191 0.5 -0.1 0.1
O 1.20531 -0.24747 0.50300 -0.1 -1.7 -0.3
C 0.32812 0.49734 1.43131 -0.2 -1.6 0.8
```
Positions in Å, forces in eV/Å.

* 2S+1: 1
* Kohn-Sham gap (spin up / spin down): 0.1413 / 0.1413 hartree
* LUMO level (spin up / spin down): -1.88 / -1.88 eV
* ΔE to the lowest compared entry with this formula, charge and spin: 263.4 kJ/mol

Atomic partial charges in e from the Mulliken method, atoms 1 to 2: atom 1 (C): -0.132, atom 2 (Na): 0.981

Computed, not measured: C3H2FO2Pb as an isolated structure at a distorted geometry, with wB97M-V/def2-TZVPD.

Structure (XYZ):
```
9
Properties=species:S:1:pos:R:3:forces:R:3
Pb 1.60011 0.40568 -0.13673 0.3 -0.9 -0.2
O -0.33946 0.64039 -0.18049 -3.6 0.4 -0.8
F -2.48219 1.20726 0.17128 0.8 0.8 -2.6
C 4.02024 0.57832 -0.00804 3.9 0.5 0.3
C -1.54671 0.20226 -0.27468 -0.3 4.4 4.5
H -2.72333 -1.17773 -0.64860 -1.0 -0.2 2.4
H -1.52843 -1.63038 0.76185 0.0 -0.2 -0.1
O 5.13572 0.63414 0.02251 -0.1 -0.1 0.0
C -2.13596 -0.85994 0.29289 -0.1 -4.7 -3.4
```
Positions in Å, forces in eV/Å.

* 2S+1: 1
* Kohn-Sham gap (spin up / spin down): 0.1905 / 0.2462 hartree
* LUMO level (spin up / spin down): -6.67 / -6.52 eV
* charge: +1
* ΔE to the lowest compared entry with this formula, charge and spin: 284.5 kJ/mol

Atomic partial charges in e from the Mulliken method, atoms 1 to 2: atom 1 (Pb): 1.007, atom 2 (O): -0.456

Computed, not measured: C3H2FO2Pd as an isolated structure at a distorted geometry, with wB97M-V/def2-TZVPD.

Structure (XYZ):
```
9
Properties=species:S:1:pos:R:3:forces:R:3
C 1.11720 0.23280 0.24927 0.0 -3.4 2.3
Pd -2.87993 -0.47160 0.25007 -8.3 -3.1 0.5
O -0.79790 0.36058 -1.00445 1.6 1.3 -2.7
H 0.70251 1.79113 -1.15210 0.2 -0.4 -0.7
F 1.66778 -1.06091 0.20250 -0.7 1.8 -0.1
C 0.58537 0.72090 -0.96555 -2.4 0.9 0.2
H 1.76124 0.84632 0.88477 -0.5 -0.1 -0.1
C -1.31197 0.06238 0.17756 7.4 2.3 0.5
O -0.39465 -0.06481 1.06624 2.7 0.8 0.2
```
Positions in Å, forces in eV/Å.

* 2S+1: 4
* Kohn-Sham gap (spin up / spin down): 0.1961 / 0.2933 hartree
* LUMO level (spin up / spin down): 0.34 / -2.39 eV
* expectation value of S²: 3.760
* ΔE to the lowest compared entry with this formula, charge and spin: 0.0 kJ/mol

Atomic partial charges in e from the Mulliken method, atoms 1 to 2: atom 1 (C): 0.359, atom 2 (Pd): -0.392

Computed, not measured: C3H2FO2Zn as an isolated structure at a distorted geometry, with wB97M-V/def2-TZVPD.

Structure (XYZ):
```
9
Properties=species:S:1:pos:R:3:forces:R:3
C -0.35233 1.66587 -1.97638 0.2 0.3 -0.1
H -0.14361 -1.67560 -0.89771 0.3 -0.1 0.2
Zn 1.53194 0.04313 1.96103 1.4 1.0 1.5
O -0.79187 0.66763 -1.35082 -0.2 -0.4 0.1
F -1.32550 0.62002 0.83447 -0.7 0.2 0.4
O 0.71351 -1.53782 0.96631 -1.1 -1.0 -0.6
C -0.34118 0.32259 -0.01900 1.8 1.4 1.1
C 0.04874 -1.10813 0.03208 0.3 -0.2 -1.0
H 0.66030 1.00231 0.45001 -1.9 -1.3 -1.6
```
Positions in Å, forces in eV/Å.

* 2S+1: 2
* Kohn-Sham gap (spin up / spin down): 0.2343 / 0.2325 hartree
* LUMO level (spin up / spin down): -1.11 / -1.22 eV
* expectation value of S²: 0.757
* ΔE to the lowest compared entry with this formula, charge and spin: 452.6 kJ/mol

Atomic partial charges in e from the Mulliken method, atoms 1 to 2: atom 1 (C): -0.098, atom 2 (H): 0.362